Entry 1:
ORCA calculation (wB97M-V/def2-TZVPD) on a 8-piece molecular cluster, C22H53Cl2N14O11P overall in a non-equilibrium geometry.

CARTESIAN COORDINATES (ANGSTROEM)
C (2.882, 1.348, 2.383)
C (3.011, 2.805, 2.009)
O (3.648, 3.563, 2.631)
O (2.302, 3.244, 0.947)
C (2.268, 2.428, -0.243)
C (0.843, 2.256, -0.767)
C (0.703, 0.993, -1.644)
C (-0.518, 0.116, -1.305)
C (-1.756, 0.417, -2.167)
C (-3.008, -0.317, -1.650)
C (-3.842, 0.512, -0.657)
C (-5.310, 0.055, -0.602)
P (-6.262, 1.076, 0.598)
C (-7.677, -0.012, 1.136)
C (-7.730, -0.029, 2.644)
O (-8.680, 0.205, 3.280)
O (-6.552, -0.422, 3.225)
C (-7.041, 2.300, -0.516)
Cl (-6.427, 3.909, -0.231)
C (-7.945, 2.140, -1.477)
C (-8.611, 3.176, -2.326)
Cl (-8.464, 0.521, -1.882)
H (2.251, 0.741, 1.732)
H (2.463, 1.324, 3.399)
H (3.882, 0.899, 2.419)
H (2.733, 1.455, -0.050)
H (2.901, 2.948, -0.977)
H (0.173, 2.181, 0.101)
H (0.555, 3.166, -1.311)
H (0.660, 1.263, -2.711)
H (1.620, 0.395, -1.523)
H (-0.755, 0.201, -0.234)
H (-0.265, -0.941, -1.470)
H (-1.524, 0.110, -3.198)
H (-1.946, 1.504, -2.213)
H (-3.652, -0.612, -2.490)
H (-2.646, -1.197, -1.107)
H (-3.416, 0.454, 0.356)
H (-3.810, 1.578, -0.943)
H (-5.755, 0.120, -1.603)
H (-5.376, -0.988, -0.254)
H (-8.644, 0.338, 0.765)
H (-7.483, -1.035, 0.784)
H (-5.882, 0.270, 3.077)
H (-9.700, 3.054, -2.286)
H (-8.372, 4.188, -1.987)
H (-8.318, 3.068, -3.377)
N (5.953, -1.404, 0.203)
C (4.616, -1.376, -0.048)
N (4.280, -1.514, -1.362)
O (3.777, -1.230, 0.831)
H (6.635, -1.477, -0.530)
H (6.251, -1.247, 1.146)
H (3.304, -1.505, -1.594)
H (4.965, -1.593, -2.092)
N (6.379, -5.034, -2.082)
C (7.227, -4.068, -1.632)
N (7.778, -4.288, -0.404)
O (7.478, -3.069, -2.292)
H (6.156, -5.860, -1.560)
H (5.962, -4.895, -2.984)
H (8.419, -3.599, -0.056)
H (7.583, -5.099, 0.152)
N (9.014, 1.867, -0.336)
C (8.222, 0.989, -1.003)
N (8.831, -0.188, -1.373)
O (7.043, 1.175, -1.251)
H (9.971, 1.662, -0.100)
H (8.600, 2.727, -0.026)
H (8.243, -0.854, -1.844)
H (9.797, -0.402, -1.202)
N (-1.893, -5.074, -0.595)
C (-1.546, -3.986, 0.163)
N (-1.281, -4.217, 1.476)
O (-1.475, -2.861, -0.306)
H (-1.963, -6.002, -0.225)
H (-2.091, -4.913, -1.565)
H (-1.086, -3.406, 2.048)
H (-1.300, -5.125, 1.899)
N (-13.348, 4.662, -4.366)
C (-12.346, 3.896, -3.840)
N (-12.710, 2.630, -3.469)
O (-11.208, 4.312, -3.711)
H (-14.290, 4.340, -4.480)
H (-13.110, 5.596, -4.646)
H (-11.999, 2.036, -3.086)
H (-13.642, 2.274, -3.566)
N (10.845, 0.787, 3.660)
C (10.497, 0.418, 2.395)
N (9.382, -0.363, 2.286)
O (11.134, 0.772, 1.415)
H (10.331, 0.516, 4.476)
H (11.658, 1.367, 3.761)
H (9.083, -0.602, 1.357)
H (8.833, -0.652, 3.073)
N (1.230, -1.794, 4.542)
C (-0.114, -1.584, 4.523)
N (-0.605, -0.794, 5.525)
O (-0.843, -2.054, 3.664)
H (1.840, -1.378, 5.220)
H (1.628, -2.293, 3.766)
H (-1.592, -0.615, 5.525)
H (-0.031, -0.381, 6.235)

As for the total charge: 0. The calculation puts the orbital gap at 8.8 eV. Its electronic energy is -101398.7993 eV. As for the SMILES: CC(=O)OCCCCCCCCP(CC(=O)O)/C(Cl)=C(/C)Cl.NC(N)=O.NC(N)=O.NC(N)=O.NC(N)=O.NC(N)=O.NC(N)=O.NC(N)=O.

Entry 2:
ORCA calculation (wB97M-V/def2-TZVPD) on an isolated ion of composition C3H4NO3 and charge +1 in a non-equilibrium geometry.

CARTESIAN COORDINATES (ANGSTROEM)
C (-0.740, 1.253, 0.092)
N (-1.319, 0.027, -0.496)
O (-2.386, 0.021, -1.046)
O (-0.323, -0.914, -0.463)
C (0.871, -1.006, 0.465)
C (1.946, -1.508, -0.116)
O (2.931, -1.791, -0.618)
H (0.179, 1.478, -0.553)
H (-0.423, 1.019, 1.164)
H (-1.468, 2.087, 0.080)
H (0.733, -0.666, 1.491)

As for the energy above the lowest of the compared OMol25 structures with the same formula, charge and spin: 5.906 eV. As for the total charge: +1. The calculation puts the orbital gap (spin up / spin down) at 7.6 / 7.6 eV. Its electronic energy is -10794.1391 eV. As for the SMILES: C[N+](=O)OC=C=O.

Entry 3:
ORCA calculation (wB97M-V/def2-TZVPD) on a 6-piece molecular cluster, C42H100IN7O8P2S overall in a non-equilibrium geometry.

CARTESIAN COORDINATES (ANGSTROEM)
C (-2.778, -0.407, 2.067)
C (-4.010, 0.438, 1.714)
C (-4.259, 0.527, 0.177)
C (-5.310, -0.524, -0.179)
C (-5.939, -0.417, -1.574)
C (-5.062, -0.870, -2.769)
C (-4.138, -2.080, -2.504)
C (-3.284, -2.350, -3.771)
C (-2.800, -3.805, -3.980)
C (-1.758, -4.293, -2.936)
N (-2.510, -4.901, -1.826)
C (-2.535, -4.315, -0.493)
C (-1.348, -4.649, 0.451)
C (-1.656, -5.820, 1.413)
C (-0.610, -3.295, -2.742)
C (-0.704, -2.093, -1.803)
O (0.535, -1.375, -1.817)
C (0.251, -0.004, -1.729)
C (1.532, 0.854, -1.669)
P (0.068, -2.426, -4.353)
S (1.996, -2.543, -4.576)
O (0.559, -3.976, -2.303)
C (0.507, -5.289, -2.764)
O (1.399, -5.998, -2.553)
C (-0.852, -5.546, -3.429)
P (-1.457, -7.129, -2.558)
N (-0.742, -8.429, -3.086)
C (-0.765, -5.857, -4.945)
I (-2.523, -6.930, -5.705)
C (0.466, -6.697, -5.368)
C (1.612, -5.856, -5.997)
H (-2.608, -1.250, 1.394)
H (-2.949, -0.833, 3.058)
H (-1.869, 0.181, 2.178)
H (-3.885, 1.422, 2.165)
H (-4.864, -0.018, 2.216)
H (-3.286, 0.363, -0.293)
H (-4.586, 1.548, -0.015)
H (-6.119, -0.403, 0.544)
H (-4.867, -1.502, 0.034)
H (-6.886, -0.958, -1.558)
H (-6.155, 0.640, -1.740)
H (-5.666, -1.025, -3.662)
H (-4.382, -0.043, -3.002)
H (-4.725, -2.944, -2.192)
H (-3.458, -1.731, -1.730)
H (-3.932, -2.123, -4.623)
H (-2.480, -1.619, -3.835)
H (-3.682, -4.443, -4.003)
H (-2.392, -3.843, -4.987)
H (-3.463, -5.139, -2.065)
H (-3.411, -4.739, 0.001)
H (-2.678, -3.230, -0.440)
H (-0.426, -4.872, -0.085)
H (-1.157, -3.765, 1.062)
H (-1.210, -5.593, 2.382)
H (-1.178, -6.740, 1.084)
H (-2.721, -5.964, 1.582)
H (-0.857, -2.385, -0.761)
H (-1.497, -1.389, -2.052)
H (-0.337, 0.239, -0.832)
H (-0.323, 0.355, -2.594)
H (2.296, 0.361, -2.267)
H (1.870, 1.042, -0.654)
H (1.304, 1.802, -2.153)
H (-0.244, -1.057, -4.196)
H (-0.656, -2.831, -5.492)
H (-2.843, -7.273, -2.769)
H (-1.234, -7.031, -1.169)
H (-0.250, -8.882, -2.322)
H (-0.749, -4.966, -5.559)
H (0.152, -7.403, -6.126)
H (0.877, -7.287, -4.558)
H (1.744, -6.140, -7.040)
H (2.555, -6.010, -5.486)
H (1.344, -4.802, -6.000)
C (-9.838, -3.721, -0.701)
O (-8.567, -3.135, -0.476)
C (-7.928, -3.532, 0.724)
C (-7.164, -4.856, 0.623)
C (-8.051, -6.096, 0.651)
N (-6.337, -4.877, -0.586)
H (-10.387, -3.874, 0.232)
H (-9.741, -4.669, -1.236)
H (-10.410, -3.041, -1.333)
H (-7.190, -2.752, 0.938)
H (-8.640, -3.531, 1.559)
H (-6.503, -4.917, 1.493)
H (-8.574, -6.252, -0.292)
H (-7.447, -6.986, 0.830)
H (-8.793, -6.030, 1.449)
H (-5.682, -4.099, -0.549)
H (-6.947, -4.642, -1.367)
C (1.869, 1.773, 4.350)
O (1.983, 1.507, 2.965)
C (3.066, 0.661, 2.606)
C (2.775, -0.840, 2.760)
C (2.819, -1.328, 4.205)
N (1.482, -1.191, 2.169)
H (2.848, 1.832, 4.834)
H (1.254, 1.017, 4.845)
H (1.366, 2.734, 4.464)
H (3.251, 0.859, 1.546)
H (3.979, 0.953, 3.142)
H (3.553, -1.381, 2.215)
H (1.934, -1.031, 4.769)
H (2.864, -2.417, 4.232)
H (3.701, -0.944, 4.723)
H (1.507, -0.944, 1.181)
H (0.789, -0.554, 2.557)
C (5.939, 1.998, 5.379)
O (6.114, 2.454, 4.051)
C (5.907, 3.845, 3.866)
C (7.123, 4.719, 4.217)
C (7.330, 4.907, 5.717)
N (8.359, 4.187, 3.631)
H (5.153, 2.553, 5.901)
H (6.874, 2.061, 5.941)
H (5.652, 0.946, 5.336)
H (5.703, 3.972, 2.801)
H (5.005, 4.177, 4.401)
H (6.944, 5.710, 3.788)
H (7.750, 4.021, 6.191)
H (8.026, 5.726, 5.900)
H (6.389, 5.151, 6.216)
H (8.252, 4.155, 2.622)
H (8.422, 3.208, 3.900)
C (5.645, 5.309, -2.824)
O (6.920, 5.256, -2.212)
C (7.187, 6.292, -1.286)
C (6.623, 6.050, 0.122)
C (5.120, 6.283, 0.229)
N (6.922, 4.697, 0.606)
H (5.315, 6.338, -2.988)
H (4.903, 4.770, -2.230)
H (5.719, 4.810, -3.791)
H (8.277, 6.339, -1.208)
H (6.858, 7.261, -1.685)
H (7.111, 6.765, 0.792)
H (4.539, 5.471, -0.209)
H (4.823, 6.356, 1.276)
H (4.830, 7.214, -0.261)
H (7.932, 4.574, 0.625)
H (6.614, 4.044, -0.112)
C (1.837, 6.636, 1.905)
O (2.341, 7.824, 1.317)
C (1.426, 8.495, 0.470)
C (0.423, 9.403, 1.201)
C (-0.709, 8.639, 1.881)
N (1.080, 10.258, 2.194)
H (1.152, 6.105, 1.238)
H (1.341, 6.861, 2.851)
H (2.683, 5.983, 2.121)
H (2.041, 9.129, -0.176)
H (0.913, 7.781, -0.186)
H (-0.032, 10.051, 0.446)
H (-0.386, 8.153, 2.801)
H (-1.515, 9.323, 2.149)
H (-1.125, 7.878, 1.218)
H (1.768, 10.842, 1.724)
H (1.641, 9.656, 2.792)

As for the energy above the lowest of the compared OMol25 structures with the same formula, charge and spin: 1.467 eV. As for the total charge: 0. The calculation puts the orbital gap at 8.3 eV. Its electronic energy is -109494.5674 eV. As for the SMILES: CCCCCCCCC[C@]1(NCCC)[C@](COCC)([PH2]=S)OC(=O)[C@]1([PH2]=N)[C@H](I)CC.COC[C@@H](C)N.COC[C@@H](C)N.COC[C@@H](C)N.COC[C@@H](C)N.COC[C@@H](C)N.

Among the records above, which one has the highest electronic energy?
C3H4NO3

What is the formula in the second record?
C3H4NO3

Among the records above, which one has the lowest electronic energy?
C42H100IN7O8P2S